No. 1
{"formula": "C33H49N5PSe2V", "method": "the ωB97M-V functional and the def2-TZVPD basis", "multiplicity": 3, "homo_lumo_gap_ha": [0.2645, 0.2999], "s2": 2.070, "total_charge": 2, "fmax_ha_per_bohr": 0.0640, "relative_energy_ev": 0.882, "symbols": ["Se", "Se", "V", "P", "N", "N", "N", "N", "N", "C", "C", "C", "C", "C", "C", "C", "C", "C", "C", "C", "C", "C", "C", "C", "C", "C", "C", "C", "C", "C", "C", "C", "C", "C", "C", "C", "C", "C", "C", "C", "C", "C", "H", "H", "H", "H", "H", "H", "H", "H", "H", "H", "H", "H", "H", "H", "H", "H", "H", "H", "H", "H", "H", "H", "H", "H", "H", "H", "H", "H", "H", "H", "H", "H", "H", "H", "H", "H", "H", "H", "H", "H", "H", "H", "H", "H", "H", "H", "H", "H", "H"], "coordinates": [[-0.46390, -2.68348, -2.18691], [0.59777, 0.63001, -2.95328], [-0.53942, -0.39216, -0.64995], [1.33839, -1.68746, 0.89215], [-2.32216, 1.97316, -2.00023], [-2.26981, 0.63870, -1.80437], [-2.01467, -1.01996, 0.60234], [-2.44498, -0.09977, 1.48110], [-0.51417, 1.23847, 0.18632], [-1.68638, 2.16429, 5.77704], [-3.80501, -0.09290, 1.54752], [1.61426, -2.41273, 3.61607], [-1.88963, 0.88032, 3.59875], [-0.02325, 4.72069, -2.25834], [-1.60911, 0.77238, 2.23183], [-1.23634, 1.90879, 4.31660], [-0.29639, 2.69664, 3.69823], [2.58575, -0.34349, 1.47742], [3.85437, -0.69940, 2.23176], [0.90233, 4.38527, -1.25682], [-1.13544, 3.89992, -2.40426], [-3.50429, 2.31204, -2.51676], [-0.03708, -0.64417, -4.23820], [3.05848, -4.17027, 1.01505], [0.25585, -2.11149, -3.87351], [-3.43260, 0.18932, -2.15391], [-0.32567, 2.32797, -0.69359], [-2.24397, -2.90914, -2.90790], [3.02148, -2.74140, -1.08994], [-3.08364, -1.75907, 0.29839], [-0.63301, 1.53455, 1.56956], [0.01591, 2.53724, 2.33225], [2.54253, 0.45748, -3.35311], [-1.28700, 2.74803, -1.65154], [0.18488, 5.86991, -3.21612], [-4.21547, -1.18365, 0.80732], [0.57375, -2.28161, 2.45299], [-0.33961, -3.54161, 2.27310], [0.77353, 3.19572, -0.54718], [2.95598, 0.50624, 0.34759], [-4.31268, 1.19013, -2.54902], [2.23083, -3.17266, 0.12411], [4.55433, 0.12292, 2.23187], [0.33428, -0.46725, -5.18638], [0.79989, 3.14937, 1.89692], [3.15071, 0.46280, -2.40010], [2.54589, -2.75374, 3.20868], [1.38432, -3.79214, -0.24623], [1.50003, 2.83230, 0.17384], [-0.56058, 6.66409, -3.04933], [-0.00499, 5.51188, -4.21097], [-1.12262, 2.98665, 6.15639], [-3.69788, -0.82574, -2.05738], [3.80893, -2.01033, -0.83549], [3.34228, 1.37800, 0.87137], [-2.22585, -3.57415, -3.82458], [-4.42216, 0.66738, 2.01324], [-1.91195, 4.30323, -3.08676], [-0.98667, -3.63750, 3.15904], [0.20619, -4.46872, 2.33265], [-0.94104, -3.33808, 1.36698], [-0.06297, -1.38226, 2.65322], [-1.14727, -0.55962, -4.24483], [1.28146, -2.36542, -3.96572], [-0.22979, -2.77496, -4.58755], [-2.73498, 2.52657, 5.73288], [-2.86780, -3.47271, -2.16890], [2.81793, -0.50057, -3.86489], [1.83274, 4.91387, -1.01825], [-5.30402, 0.96684, -3.00743], [2.74091, 1.34655, -3.93090], [-3.77206, 3.28416, -2.94429], [2.08370, 0.76678, -0.30739], [-2.56065, 0.22822, 4.13806], [0.20291, 3.49813, 4.16928], [3.69733, -3.59018, 1.65985], [1.46602, -3.20344, 4.38175], [-5.22774, -1.60422, 0.79302], [3.66658, -0.85279, 3.26457], [2.40118, -4.85733, 1.55127], [-1.50006, 1.24940, 6.40819], [2.24926, -2.36986, -1.80250], [3.63297, -4.75952, 0.33680], [-2.72616, -1.94244, -3.12982], [4.40936, -1.50490, 1.76962], [1.19092, 6.33542, -3.17689], [3.73872, 0.03478, -0.18547], [1.70261, -1.46248, 4.15961], [1.85298, 0.13952, 2.16812], [3.51658, -3.61739, -1.46125], [-2.94409, -2.51200, -0.47652]], "mulliken_spin": [0.00, 0.01, 2.19, 0.01, 0.01, -0.01, -0.17, 0.06, -0.21, 0.00, 0.03, 0.00, 0.01, -0.01, 0.01, -0.01, 0.01, -0.01, 0.00, 0.00, -0.01, 0.01, 0.00, 0.00, 0.00, 0.02, 0.02, 0.00, 0.00, 0.04, 0.05, -0.04, 0.01, -0.01, 0.00, 0.00, 0.01, 0.00, -0.02, 0.00, 0.00, 0.00, 0.00, 0.00, 0.00, 0.00, 0.00, 0.00, 0.00, 0.00, 0.00, 0.00, 0.00, 0.00, 0.00, 0.00, 0.00, 0.00, 0.00, 0.00, 0.00, 0.01, 0.00, 0.00, 0.00, 0.00, 0.00, 0.00, 0.00, 0.00, 0.00, 0.00, 0.02, 0.00, 0.00, 0.00, 0.00, 0.00, 0.00, 0.00, 0.00, 0.01, 0.00, 0.00, 0.00, 0.00, 0.00, 0.00, 0.00, 0.00, 0.00]}


No. 2
{"formula": "C11H25N3", "method": "the ωB97M-V functional and the def2-TZVPD basis", "multiplicity": 3, "homo_lumo_gap_ha": [0.2524, 0.2877], "s2": 2.006, "total_charge": 2, "fmax_ha_per_bohr": 0.0932, "relative_energy_ev": 1.320, "symbols": ["N", "N", "N", "C", "C", "C", "C", "C", "C", "C", "C", "C", "C", "C", "H", "H", "H", "H", "H", "H", "H", "H", "H", "H", "H", "H", "H", "H", "H", "H", "H", "H", "H", "H", "H", "H", "H", "H", "H"], "coordinates": [[-2.66491, 1.22845, 1.04782], [2.91440, -1.17992, -1.55845], [-2.72667, 0.01876, -1.03034], [-4.10214, 1.09365, 1.24649], [-0.08105, 0.91722, -0.26552], [3.37314, -2.14604, -0.50331], [-1.79733, 1.50648, 2.23438], [-1.82562, -1.28168, 0.86748], [0.67496, -0.24101, -0.88699], [-2.02397, -0.01243, 0.10119], [4.06706, -0.79014, -2.35716], [-0.34887, 1.60915, 2.10423], [2.19163, 0.04169, -1.01092], [0.36743, 1.40978, 1.04550], [2.46382, 0.88660, -1.69131], [4.88636, -0.39684, -1.85179], [3.77370, -1.57705, 0.35960], [-4.51785, 2.01857, 1.60307], [-2.78473, -1.71636, 1.12959], [-0.27064, 1.84682, -0.80752], [-1.96998, 0.70301, 3.05216], [-2.97498, 0.84586, -1.50061], [-3.30807, -0.79994, -1.32923], [2.30413, -1.79322, -2.01304], [-2.08658, 2.50046, 2.75478], [-4.62984, 0.71472, 0.39767], [3.83126, 0.01987, -3.11534], [-0.01408, 2.13842, 3.04107], [0.76694, -1.18226, -0.33396], [1.37887, 1.75844, 1.14466], [2.63384, -2.91878, -0.33861], [-1.28970, -1.10815, 1.74322], [0.29168, -0.42524, -1.89537], [4.57666, -1.47268, -2.91043], [4.24522, -2.73482, -0.94144], [-1.17932, -2.06439, 0.24388], [-4.29006, 0.22251, 1.80635], [-2.49854, 2.13132, 0.48043], [2.64383, 0.22916, -0.06224]], "mulliken_spin": [0.08, 0.00, 0.22, 0.02, 0.83, 0.00, 0.01, 0.01, 0.07, 0.63, 0.00, 0.04, 0.08, -0.06, 0.00, 0.00, 0.00, 0.00, 0.00, -0.03, 0.00, 0.00, 0.03, 0.00, 0.00, 0.00, 0.00, 0.00, 0.00, 0.05, 0.00, 0.00, 0.01, 0.00, 0.00, 0.01, 0.00, 0.00, -0.02]}


No. 3
{"formula": "C2H9N3O", "method": "the ωB97M-V functional and the def2-TZVPD basis", "smiles": "[H]/N=C/N.NCO", "homo_lumo_gap_ha": 0.3613, "fmax_ha_per_bohr": 0.0743, "relative_energy_ev": 2.028, "symbols": ["O", "N", "N", "N", "C", "C", "H", "H", "H", "H", "H", "H", "H", "H", "H"], "coordinates": [[0.45464, 1.35502, -0.78168], [1.35212, -0.66528, 0.61059], [-0.67196, -0.52055, -1.59255], [-0.70328, -0.30346, 1.74343], [-0.75489, 0.92413, -1.36246], [0.52644, -0.90732, 1.61221], [2.18182, -1.13909, 0.88956], [-1.44319, -0.66694, -2.26095], [-1.16665, 0.27477, 1.07380], [0.23616, -0.60658, -1.94008], [-1.09490, -0.37530, 2.69204], [-1.10308, 1.41855, -2.31301], [1.03575, 0.57089, -0.65788], [-1.55632, 1.37091, -0.62178], [0.80580, -1.36320, 2.56293]], "mulliken_charge": [-0.51, -0.48, -0.48, -0.25, -0.31, -0.05, 0.19, 0.26, 0.19, 0.20, 0.20, 0.28, 0.36, 0.12, 0.27]}


No. 4
{"formula": "C11H17BBr2NO", "method": "the ωB97M-V functional and the def2-TZVPD basis", "homo_lumo_gap_ha": 0.2721, "total_charge": -1, "fmax_ha_per_bohr": 0.0939, "symbols": ["Br", "Br", "O", "N", "C", "C", "C", "C", "C", "C", "C", "C", "C", "C", "C", "B", "H", "H", "H", "H", "H", "H", "H", "H", "H", "H", "H", "H", "H", "H", "H", "H", "H"], "coordinates": [[4.07200, 4.97437, 1.94863], [3.03951, 4.12788, -1.49365], [-0.15579, 1.80129, -0.09732], [-2.05180, 0.48300, 0.29219], [-2.23295, -1.98935, 1.35013], [0.32530, -0.67885, -0.34156], [1.83684, -0.33228, -0.81471], [2.03946, 4.00069, 0.17496], [-2.62283, -3.47689, 1.16468], [-3.21095, -3.88807, -0.23185], [-0.59107, 0.60388, -0.07065], [2.33616, 5.17003, 1.08049], [-2.44881, -0.96103, 0.18887], [-3.06240, -1.36492, -1.20157], [-3.45382, -2.87742, -1.38976], [2.74025, -1.69474, -0.44149], [3.38545, -1.54122, 0.55582], [-3.47916, -4.99375, -0.40648], [3.37065, -2.08477, -1.37383], [1.96112, -2.58312, -0.18081], [1.61428, 5.21564, 1.89737], [0.99013, 4.00116, -0.12243], [-3.88480, -3.15717, -2.41134], [1.80444, -0.29695, -1.97201], [2.28422, 3.03619, 0.61956], [-3.20126, -0.60921, -2.05150], [-2.12541, 0.78087, 1.28162], [-0.09359, -1.39223, -1.14356], [0.44091, -1.23504, 0.66738], [2.25729, 0.62301, -0.35369], [2.34864, 6.12712, 0.55900], [-2.46917, -4.22394, 2.01062], [-1.76285, -1.56414, 2.30688]], "mulliken_charge": [-0.17, -0.14, -0.55, -0.38, -0.20, -0.30, -0.27, -0.53, -0.54, -0.35, 0.31, -0.54, 0.17, -0.23, -0.38, 0.05, -0.20, 0.27, -0.22, -0.18, 0.36, 0.31, 0.29, 0.10, 0.32, 0.32, 0.38, 0.18, 0.21, -0.09, 0.39, 0.30, 0.27]}


No. 5
{"formula": "CH3N3O3", "method": "the ωB97M-V functional and the def2-TZVPD basis", "smiles": "O=CNN[N+](=O)[O-]", "homo_lumo_gap_ha": 0.3965, "fmax_ha_per_bohr": 0.1190, "relative_energy_ev": 3.146, "symbols": ["O", "O", "O", "N", "N", "N", "C", "H", "H", "H"], "coordinates": [[-2.29608, -0.84278, -0.46564], [-3.35688, 1.01818, -0.09098], [1.41124, 1.23512, -0.47139], [-1.39875, 0.64265, 0.78835], [0.00905, -0.27790, 0.52988], [-2.41096, 0.23180, 0.00716], [1.12229, 0.19667, 0.01072], [-0.13451, -1.27930, 0.76506], [1.67545, -0.82292, -0.02666], [-1.25190, 1.63542, 0.79724]], "mulliken_charge": [-0.59, -0.60, -0.50, -0.42, -0.10, 1.18, 0.21, 0.27, 0.24, 0.31]}


No. 6
{"formula": "C5H10O", "method": "the ωB97M-V functional and the def2-TZVPD basis", "smiles": "CCCCC=O", "homo_lumo_gap_ha": 0.3962, "fmax_ha_per_bohr": 0.0325, "relative_energy_ev": 0.754, "symbols": ["O", "C", "C", "C", "C", "C", "H", "H", "H", "H", "H", "H", "H", "H", "H", "H"], "coordinates": [[-1.75036, 0.16828, 2.33409], [1.44716, 0.02235, -0.75169], [1.66524, -1.04193, -1.85430], [-0.96435, -0.08789, 0.06660], [-0.87821, 0.30998, 1.52108], [0.04032, 0.64179, -0.79889], [-0.83683, -1.17116, 0.11696], [-2.00983, -0.03394, -0.25201], [0.13053, 1.68133, -0.46547], [2.47069, -0.76403, -2.52982], [0.09984, 0.73837, 1.83635], [0.76596, -1.25429, -2.43101], [1.55183, -0.45989, 0.18696], [2.02774, -1.99269, -1.48292], [2.20095, 0.78891, -0.91067], [-0.29741, 0.68161, -1.83682]], "mulliken_charge": [-0.48, -0.36, -1.16, -0.51, 0.00, -0.83, 0.30, 0.34, 0.34, 0.32, 0.32, 0.32, 0.29, 0.30, 0.37, 0.42]}


No. 7
{"formula": "C33H24KN2O3PS3", "method": "the ωB97M-V functional and the def2-TZVPD basis", "homo_lumo_gap_ha": 0.1853, "total_charge": -2, "fmax_ha_per_bohr": 0.0385, "relative_energy_ev": 0.262, "symbols": ["K", "S", "S", "S", "P", "O", "O", "O", "N", "N", "C", "C", "C", "C", "C", "C", "C", "C", "C", "C", "C", "C", "C", "C", "C", "C", "C", "C", "C", "C", "C", "C", "C", "C", "C", "C", "C", "C", "C", "C", "C", "C", "C", "H", "H", "H", "H", "H", "H", "H", "H", "H", "H", "H", "H", "H", "H", "H", "H", "H", "H", "H", "H", "H", "H", "H", "H"], "coordinates": [[3.02986, 1.14786, 0.18990], [6.74715, -2.73418, 0.14148], [6.37698, 0.26984, 0.06188], [2.21371, 3.95701, 0.46167], [-0.44662, 2.04773, 0.14694], [3.16154, 5.02550, 0.68409], [2.03372, 3.05651, 1.60200], [2.42055, 3.22288, -0.78857], [-2.78763, -7.24308, -1.28779], [4.41816, -1.61618, 0.06228], [-0.63060, -2.91514, -1.66452], [4.01876, -5.76152, 0.10696], [-3.67120, 1.32104, -2.41238], [-0.69323, 6.71785, 0.08088], [-2.95161, 1.53477, -1.24224], [-2.15475, 0.45990, 1.73675], [-0.54246, 3.91809, 0.14808], [-1.21651, -4.12474, -1.89506], [0.53882, 6.09656, 0.22283], [5.27562, -5.17193, 0.14046], [-1.57570, 1.73652, -1.27985], [-2.84623, 1.01085, 3.97881], [5.68666, -1.30120, 0.08476], [-1.44344, -4.49520, 0.47564], [-2.27871, -6.22124, -1.08978], [-1.65005, -4.96490, -0.84067], [2.95539, -3.59049, 0.05119], [-2.83545, 0.13344, 2.90236], [-1.84577, 5.95450, -0.02186], [-1.48651, 1.68175, 1.62119], [0.61164, 4.70933, 0.25910], [-0.41031, -2.40096, -0.32542], [-1.65256, 1.52436, -3.69227], [-1.48209, 2.54413, 2.71864], [-3.02448, 1.31602, -3.63988], [4.21193, -2.98763, 0.08262], [-2.15917, 2.21390, 3.88585], [2.86456, -4.97205, 0.06130], [-1.76273, 4.56931, 0.01053], [5.36542, -3.78344, 0.12607], [-0.93692, 1.72597, -2.52103], [0.16605, -1.18723, -0.06154], [-0.85828, -3.28920, 0.73122], [-2.81177, 6.43347, -0.12971], [0.13739, 1.87553, -2.56409], [0.30313, -0.85058, 0.96044], [6.16975, -5.78414, 0.17241], [2.06998, -2.96770, 0.01327], [-0.30907, -2.30693, -2.50308], [1.88480, -5.43460, 0.02571], [-2.10531, -0.25610, 0.92455], [-4.73986, 1.15089, -2.36015], [-1.75717, -5.11871, 1.30667], [-1.35355, -4.46039, -2.91788], [-3.37177, 0.75114, 4.89021], [-2.13980, 2.89813, 4.72589], [-0.75362, 7.79953, 0.05207], [-0.93435, 3.47813, 2.66775], [3.93186, -6.84154, 0.11152], [0.47803, -0.53266, -0.86665], [-2.66862, 3.98000, -0.07803], [-0.70715, -2.97684, 1.75951], [-3.34190, -0.82169, 2.96870], [-1.13382, 1.51346, -4.64291], [-3.47243, 1.53525, -0.29358], [-3.58408, 1.13849, -4.55021], [1.45578, 6.66256, 0.31498]], "mulliken_charge": [0.99, -0.34, -0.53, 1.39, 0.58, -0.79, -0.76, -0.81, -0.71, -0.12, -0.57, -0.40, -0.73, -0.45, -0.13, -0.49, -0.20, -0.61, -0.61, -0.49, 0.69, -0.52, 0.16, -0.65, 0.15, 0.28, 0.25, -0.76, -0.76, 0.25, 0.24, 0.86, -0.60, -0.68, -0.46, -1.18, -0.63, -0.56, -0.15, 0.68, -0.76, -0.94, -0.46, 0.39, 0.37, 0.32, 0.34, 0.57, 0.33, 0.46, 0.70, 0.39, 0.36, 0.39, 0.36, 0.39, 0.36, 0.40, 0.35, 0.01, 0.36, 0.36, 0.42, 0.40, 0.42, 0.36, 0.54]}


No. 8
{"formula": "C2H5NO2", "method": "the ωB97M-V functional and the def2-TZVPD basis", "homo_lumo_gap_ha": 0.3353, "fmax_ha_per_bohr": 0.2452, "relative_energy_ev": 4.229, "symbols": ["O", "O", "N", "C", "C", "H", "H", "H", "H", "H"], "coordinates": [[0.95785, -1.24561, -0.46207], [1.06098, 0.28859, -2.08122], [-0.71734, -0.23585, 0.79253], [0.64937, -0.22320, -0.96183], [-0.18389, 0.64190, -0.11968], [-1.74710, -0.64023, 0.70302], [0.55060, 1.53187, 0.24434], [0.78026, -1.23761, 0.63643], [-0.54427, -0.20481, 2.10169], [-0.80646, 1.32494, -0.85322]], "mulliken_charge": [-0.41, -0.67, -0.68, 0.47, -0.14, 0.23, 0.18, 0.45, 0.30, 0.26]}